(1)
Here is a molecular structure, C13H33BO3P2Ru in a non-equilibrium geometry from OMol25. Energies are from wB97M-V/def2-TZVPD.

Geometry as XYZ:
```
53
Properties=species:S:1:pos:R:3:lowdin_spin:R:1
Ru 0.29118 -0.00875 -0.37415 2.520
H -0.64577 -0.92398 0.76927 0.210
H -0.85326 1.11354 1.41619 0.058
P -0.05197 -2.24363 -0.51100 0.233
P 0.04229 2.22123 -0.86233 0.289
C 1.40366 3.09208 0.00965 0.091
H 1.29514 4.17448 -0.11918 0.014
H 1.36808 2.83320 1.07396 0.003
H 2.35980 2.76111 -0.40855 0.007
C 0.25762 2.70074 -2.60248 0.038
H -0.53128 2.21056 -3.18697 0.004
H 0.18993 3.79121 -2.71608 0.007
H 1.23609 2.34324 -2.94816 0.004
C -1.43027 3.14300 -0.29676 0.035
H -1.60744 2.92934 0.76242 0.002
H -1.27822 4.21957 -0.44324 0.006
H -2.29047 2.79854 -0.88139 0.003
C 0.21484 -2.49965 -2.29461 0.084
H 0.18650 -3.56432 -2.55444 0.017
H -0.56867 -1.96432 -2.84166 0.003
H 1.18585 -2.07478 -2.57318 0.008
C 1.23930 -3.22047 0.31332 0.050
H 1.10895 -3.12684 1.39894 0.001
H 1.17272 -4.28033 0.03237 0.008
H 2.23220 -2.83292 0.05140 0.003
C -1.59563 -3.13195 -0.16186 0.013
H -2.40981 -2.69006 -0.74899 0.001
H -1.50580 -4.20114 -0.40060 0.000
H -1.82854 -3.01599 0.90432 0.006
C 2.03572 -0.00061 0.24212 0.603
O 3.13944 -0.03878 0.63594 0.437
H -0.96379 0.46943 -1.31683 0.137
C 0.50922 2.67105 5.15448 0.000
C 0.24529 1.25504 4.64639 0.001
C 1.19474 0.29504 5.33835 0.000
O 0.55272 1.22776 3.23653 0.012
B -0.68208 1.21219 2.60825 0.072
O -1.79965 1.28190 3.43012 0.011
C -1.30246 0.86521 4.70550 0.003
C -1.53191 -0.64943 4.84837 0.001
C -2.14141 1.57154 5.74999 0.000
H 1.54483 2.95445 4.91496 0.000
H 0.39726 2.71255 6.24334 0.000
H -0.16541 3.40800 4.69676 0.000
H 2.21661 0.68146 5.25181 0.000
H 0.96022 0.21232 6.40612 0.000
H 1.15822 -0.70418 4.88929 0.000
H -1.34179 -0.98185 5.87543 0.000
H -2.58265 -0.87036 4.61722 0.000
H -0.89865 -1.24001 4.17464 0.001
H -2.01633 2.65614 5.70213 0.000
H -3.20192 1.33480 5.58046 0.000
H -1.87382 1.22450 6.75285 0.000
```

Output
- multiplicity = 6
- E_tot (eV) = -41983.853
- expectation value of S² = 8.76
- E_HOMO (alpha / beta) (eV) = -7.52 / -12.85
- max |F| (eV/Å) = 5.01
- total charge = +1

=====

(2)
Here is a single C3H5N molecule in a non-equilibrium geometry from OMol25. Energies are from wB97M-V/def2-TZVPD.

Geometry as XYZ:
```
9
Properties=species:S:1:pos:R:3:lowdin_charge:R:1
C -1.00288 1.83652 1.66988 0.056
C -0.73980 0.05960 -0.23726 -0.167
C 0.59221 -0.43447 -0.55483 -0.116
N -0.91044 0.97039 0.79307 -0.046
H -1.35176 1.72822 2.67248 0.022
H -1.29040 0.16403 -1.09028 0.066
H 1.22251 -0.70838 0.25793 0.068
H 1.12474 0.02495 -1.28030 0.035
H 0.33735 -1.43098 -0.95630 0.083
```

Output
- E_tot (eV) = -4678.443
- E_HOMO (eV) = -7.67
- max |F| (eV/Å) = 6.57

=====

(3)
Here is a single C7H10O molecule in a non-equilibrium geometry from OMol25. Energies are from wB97M-V/def2-TZVPD.

Geometry as XYZ:
```
18
Properties=species:S:1:pos:R:3:lowdin_charge:R:1
C 1.35693 -0.29471 0.09518 -0.110
C 1.39476 -1.52878 -0.79431 -0.096
C -0.36805 -0.17483 0.61465 -0.655
C 0.11219 1.10913 1.04283 0.051
C -1.30041 0.18931 -0.58070 -0.098
C 0.23761 2.37232 1.28356 0.074
C -2.47342 -0.42121 -0.67464 0.037
O -0.66950 -1.12520 1.39191 -0.061
H 1.89818 -0.50535 1.01818 0.111
H 1.84258 0.53045 -0.42977 0.104
H -0.96316 0.92696 -1.29881 0.107
H -0.60867 3.04728 1.20411 0.091
H 1.19512 2.77692 1.60154 0.082
H 2.43410 -1.78065 -1.01707 0.079
H 0.87306 -1.35634 -1.73583 0.076
H 0.93837 -2.37248 -0.28045 0.082
H -2.75044 -1.16976 0.05584 0.068
H -3.14925 -0.22305 -1.49621 0.057
```

Output
- E_tot (eV) = -9462.921
- E_HOMO (alpha / beta) (eV) = -8.40 / -8.40
- max |F| (eV/Å) = 1.93

=====

(4)
Here is a molecular structure, C19H15N3 in a non-equilibrium geometry from OMol25. Energies are from wB97M-V/def2-TZVPD.

Geometry as XYZ:
```
37
Properties=species:S:1:pos:R:3:lowdin_charge:R:1
C -0.23434 0.37647 0.97884 -0.022
C -1.54196 -0.14370 1.43051 -0.202
C -2.58257 0.73216 1.86436 -0.020
C -3.88778 0.24691 2.03860 -0.079
C -4.14087 -1.13432 1.92038 -0.078
C -3.09821 -2.02394 1.63194 -0.067
C -1.81054 -1.52904 1.40598 -0.052
C 1.03542 -0.12331 1.54311 -0.186
C 2.14492 0.77052 1.60315 -0.031
C 3.45372 0.28137 1.72739 -0.074
C 3.66468 -1.10327 1.88113 -0.081
C 2.56795 -1.94997 2.07356 -0.070
C 1.25493 -1.45613 1.98192 -0.013
H -0.24148 1.47460 1.05848 0.125
H -2.41570 1.80640 2.03799 0.115
H -4.71513 0.93311 2.25757 0.106
H -5.15273 -1.51227 2.10941 0.106
H -3.29543 -3.10259 1.53695 0.112
H -1.01752 -2.25572 1.16586 0.099
H 2.02075 1.84723 1.45527 0.111
H 4.31439 0.95997 1.63178 0.109
H 4.68131 -1.50142 1.91000 0.105
H 2.73011 -3.02389 2.25495 0.112
H 0.44458 -2.14271 2.19417 0.089
C 1.26932 2.39892 -3.61746 -0.105
C 0.99951 2.07843 -2.28698 -0.034
C 0.28499 0.89229 -2.12705 -0.201
C -0.12982 0.06391 -3.21490 -0.254
C 0.13628 0.42707 -4.55492 -0.022
C 0.85268 1.60781 -4.71720 -0.102
N -0.76347 -1.04354 -2.66691 0.060
N -0.71716 -0.84954 -1.31297 -0.016
N -0.14370 0.27606 -0.92814 0.056
H 1.82566 3.30149 -3.82422 0.090
H 1.26674 2.61063 -1.34966 0.112
H -0.19125 -0.17333 -5.40130 0.108
H 1.13170 1.98334 -5.69161 0.094
```

Output
- E_tot (eV) = -24413.660
- E_HOMO (eV) = -8.21
- max |F| (eV/Å) = 3.23

=====

(5)
Here is a single C6H9NS molecule in a non-equilibrium geometry from OMol25. Energies are from wB97M-V/def2-TZVPD.

Geometry as XYZ:
```
17
Properties=species:S:1:pos:R:3:lowdin_charge:R:1
C 3.13624 -0.32939 0.36874 -0.094
C 1.80534 0.06431 -0.22927 -0.229
C 0.68665 0.15931 0.42761 -0.043
C -0.73673 0.15098 -0.40833 -0.243
C -1.83127 1.12704 -0.07013 -0.118
C -2.84336 -0.09181 -0.11990 -0.813
S -4.46942 -0.24667 0.30954 0.538
N -1.76578 -0.92019 -0.23995 0.069
H 3.38265 -1.45323 0.04946 0.129
H 2.73236 -0.46565 1.30539 0.017
H 3.98460 0.27343 0.13033 0.060
H 1.65768 -0.25007 -1.34136 0.132
H 0.80237 0.21066 1.60770 0.147
H -0.61843 0.38385 -1.36642 0.078
H -2.02602 1.50300 1.12011 0.196
H -1.94355 1.66998 -0.94153 0.077
H -1.95334 -1.78554 -0.60198 0.096
```

Output
- E_tot (eV) = -18688.931
- structure (SMILES) = C/C=C/[C@@H]1CC(=S)N1
- E_HOMO (eV) = -8.30
- max |F| (eV/Å) = 5.80

=====

(6)
Here is a molecular structure, C24H21BrCaN4O in a non-equilibrium geometry from OMol25. Energies are from wB97M-V/def2-TZVPD.

Geometry as XYZ:
```
52
Properties=species:S:1:pos:R:3:lowdin_charge:R:1
Ca -1.96085 -1.16661 -0.45673 1.411
C -5.32428 -1.34685 -1.67599 -0.061
N -4.18794 -2.28041 -1.49391 -0.378
C -3.83973 -2.97996 -2.71310 -0.131
C -4.43542 -3.23171 -0.37064 -0.192
C -4.46703 -2.54211 0.96507 -0.322
C -5.57555 -2.62127 1.84138 -0.064
C -5.61132 -1.82772 2.96887 -0.101
C -4.59403 -0.89367 3.20267 -0.108
C -3.52598 -0.82374 2.34674 -0.171
C -3.54167 -1.59095 1.22519 -0.273
H -6.31729 -1.85636 -1.61054 0.107
H -5.05376 -0.88384 -2.62972 0.082
H -5.21237 -0.57673 -0.92716 0.078
H -4.65611 -3.52514 -3.22226 0.093
H -3.01450 -3.69515 -2.46548 0.087
H -3.37234 -2.19304 -3.39156 0.098
H -3.63648 -3.96894 -0.38980 0.104
H -5.44026 -3.74459 -0.60476 0.139
H -6.24055 -3.45280 1.56860 0.102
H -6.38337 -2.01240 3.70853 0.094
H -4.54075 -0.38357 4.14614 0.089
H -2.69458 -0.09577 2.54876 0.099
Br 8.72320 4.87396 -2.55306 0.801
C 7.39189 4.14159 -1.54970 -0.770
C 6.82661 5.02801 -0.63154 -0.154
C 5.68197 4.63510 0.03261 -0.026
C 5.28302 3.29370 0.01273 -0.300
C 5.84910 2.39365 -0.88081 -0.029
C 6.93050 2.82115 -1.65665 -0.110
N 4.36042 2.96135 0.98304 0.050
N 3.96911 1.70976 0.95046 0.065
C 2.56871 1.51029 1.01772 -0.204
C 1.61457 2.48517 1.27865 0.014
C 0.31896 2.23595 0.77501 -0.003
C -0.15229 0.99594 0.37527 -0.341
O -1.45502 0.81906 0.10845 -0.303
C 0.83000 -0.08893 0.19602 -0.140
N 0.40890 -1.27743 -0.43728 -0.032
C 1.35713 -2.16965 -0.61843 -0.161
C 2.67056 -2.10282 -0.14714 -0.051
C 3.03676 -1.02575 0.62696 0.027
C 2.14247 0.12652 0.67435 -0.061
H 7.27648 6.02409 -0.53785 0.097
H 5.20111 5.37197 0.69564 0.120
H 5.36508 1.43150 -1.07701 0.108
H 7.50234 2.02663 -2.19296 0.118
H 1.90972 3.33646 1.79583 0.091
H -0.34729 3.04445 0.74264 0.099
H 0.99470 -3.04921 -1.12258 0.104
H 3.31148 -2.95946 -0.34569 0.110
H 4.05596 -0.89970 0.91500 0.100
```

Output
- E_tot (eV) = -121714.806
- E_HOMO (alpha / beta) (eV) = -7.08 / -7.14
- max |F| (eV/Å) = 3.64